[1]
Molecular formula: C5H8O
Method: DFT, the ωB97M-V functional and the def2-TZVPD basis

Values from the calculation:
gap between HOMO and LUMO = 10.5 eV
largest force on an atom = 0.55 eV/A
relative energy (zero: lowest compared OMol25 entry of this formula, charge and spin) = 28.97 kcal/mol
E = -7360.999 eV
2S+1 = 1

The geometry in XYZ format:
```
14
Properties=species:S:1:pos:R:3:lowdin_charge:R:1
C 1.286 0.137 0.186 -0.236
C 0.723 -1.156 -0.394 -0.157
C -0.663 -0.741 -0.883 -0.095
C -1.301 0.253 -0.256 -0.091
C -0.716 0.990 0.925 -0.219
O 0.535 0.485 1.332 -0.131
H 2.346 0.179 0.440 0.124
H 1.104 0.864 -0.614 0.121
H 1.391 -1.538 -1.177 0.112
H 0.645 -1.935 0.377 0.118
H -1.108 -1.171 -1.780 0.099
H -2.260 0.633 -0.606 0.104
H -1.385 0.943 1.792 0.125
H -0.597 2.056 0.657 0.126
```

---

[2]
Molecular formula: H16O8
Method: DFT, the ωB97M-V functional and the def2-TZVPD basis

Values from the calculation:
gap between HOMO and LUMO = 10.5 eV
largest force on an atom = 3.46 eV/A
relative energy (zero: lowest compared OMol25 entry of this formula, charge and spin) = 58.40 kcal/mol
E = -16639.478 eV
2S+1 = 1

The geometry in XYZ format:
```
24
Properties=species:S:1:pos:R:3:lowdin_charge:R:1
O 1.748 -0.347 -1.496 -0.038
H 1.568 -0.830 -0.698 0.065
H 2.652 -0.579 -1.737 0.094
O -1.429 2.615 1.537 -0.061
H -0.640 3.163 1.706 0.054
H -1.250 2.190 0.715 -0.026
O -2.292 -0.731 2.324 -0.021
H -1.812 -0.596 3.149 0.071
H -3.208 -0.845 2.537 0.056
O 1.393 -2.883 -2.306 -0.017
H 1.419 -1.925 -2.222 -0.019
H 2.223 -3.193 -2.120 -0.018
O 2.164 2.624 -1.531 -0.030
H 2.796 2.739 -2.196 -0.003
H 1.848 1.724 -1.694 -0.002
O -0.654 0.599 -0.394 -0.037
H -1.143 -0.215 -0.299 0.007
H 0.030 0.269 -0.987 0.023
O -1.937 -1.890 -0.146 -0.071
H -2.845 -2.133 -0.323 0.045
H -2.026 -1.622 0.818 0.024
O 0.863 0.724 1.881 -0.040
H 0.163 0.433 2.418 -0.017
H 0.367 0.713 1.064 -0.038
```

---

[3]
Molecular formula: C60H50N4O37S
Method: DFT, the ωB97M-V functional and the def2-TZVPD basis

Values from the calculation:
gap between HOMO and LUMO = 7.0 eV
largest force on an atom = 2.90 eV/A
E = -155573.192 eV
2S+1 = 1

The geometry in XYZ format:
```
152
Properties=species:S:1:pos:R:3:lowdin_charge:R:1
C -7.507 1.715 -1.107 -0.014
C -6.930 2.003 -2.303 -0.158
C -7.128 1.112 -3.583 -0.097
C -6.232 -0.209 -3.359 -0.449
N -5.862 -0.686 -4.699 0.097
C -7.203 -1.230 -2.608 -0.090
O -7.720 -2.150 -3.606 -0.140
N -8.190 -3.301 -2.985 -0.029
O -9.234 -3.130 -2.473 0.074
O -5.131 0.209 -2.546 0.019
C -4.098 -0.708 -2.508 -0.433
O -4.218 -1.890 -2.615 0.135
C -2.679 -0.077 -2.297 -0.060
C -1.697 -1.029 -1.547 -0.181
C -1.414 -0.603 -0.049 -0.238
C -0.690 0.774 0.056 -0.442
S 0.040 1.079 1.749 0.950
C -0.684 -0.196 2.775 -0.667
N -0.161 -1.407 2.850 0.019
N -0.920 -2.190 3.664 0.052
C -1.877 -1.370 4.082 -0.166
O -1.810 -0.119 3.573 0.035
H -6.965 1.810 -0.140 0.072
H -8.553 1.329 -1.043 0.036
H -6.290 2.909 -2.343 0.100
H -6.704 1.711 -4.421 0.112
H -8.205 0.865 -3.693 0.126
H -6.551 -0.273 -5.332 0.086
H -4.971 -0.300 -5.013 0.095
H -8.063 -0.652 -2.214 0.103
H -6.653 -1.802 -1.825 0.132
H -2.252 0.190 -3.291 0.127
H -2.832 0.858 -1.698 0.115
H -0.698 -1.016 -2.044 0.093
H -2.023 -2.090 -1.504 0.117
H -0.748 -1.407 0.354 0.102
H -2.362 -0.564 0.537 0.121
H -1.410 1.591 -0.176 0.074
H 0.171 0.826 -0.638 0.034
H -2.671 -1.662 4.786 0.138
C -12.458 3.551 1.677 0.078
C -11.902 2.906 0.647 -0.229
C -10.829 1.885 0.852 -0.301
O -10.363 1.309 -0.116 0.073
C -10.379 1.626 2.216 0.082
C -10.932 2.273 3.248 -0.217
C -12.025 3.275 3.046 -0.308
O -12.513 3.826 4.012 0.126
O -10.535 2.054 4.511 0.073
O -12.279 3.142 -0.620 0.108
H -13.236 4.289 1.541 0.137
H -9.590 0.898 2.348 0.137
H -11.086 2.641 5.080 0.076
H -11.730 2.552 -1.171 0.119
C -0.325 4.851 -3.305 0.078
C -0.278 6.183 -3.196 -0.232
C 0.518 6.852 -2.121 -0.313
O 0.547 8.066 -2.072 0.116
C 1.230 6.005 -1.166 0.081
C 1.180 4.673 -1.274 -0.222
C 0.405 4.005 -2.365 -0.307
O 0.403 2.790 -2.435 0.105
O 1.824 3.871 -0.407 0.093
O -0.942 6.983 -4.044 0.109
H -0.896 4.356 -4.079 0.136
H 1.789 6.499 -0.383 0.138
H 1.630 2.956 -0.701 0.077
H -0.744 7.894 -3.753 0.120
C 3.307 -1.411 -0.246 0.085
C 4.437 -2.125 -0.202 -0.225
C 5.769 -1.494 -0.455 -0.299
O 6.770 -2.182 -0.385 0.107
C 5.806 -0.071 -0.782 0.086
C 4.676 0.641 -0.830 -0.216
C 3.345 0.014 -0.550 -0.285
O 2.337 0.700 -0.587 0.061
O 4.684 1.951 -1.131 0.115
O 4.432 -3.436 0.072 0.122
H 2.337 -1.855 -0.063 0.140
H 6.773 0.369 -0.979 0.139
H 3.752 2.236 -1.099 0.097
H 5.369 -3.716 0.047 0.114
C 10.793 -4.860 -2.412 0.080
C 9.590 -4.591 -1.896 -0.224
C 9.118 -5.238 -0.633 -0.307
O 8.023 -4.949 -0.194 0.108
C 10.004 -6.201 0.018 0.080
C 11.206 -6.472 -0.500 -0.228
C 11.687 -5.805 -1.749 -0.304
O 12.797 -6.069 -2.174 0.103
O 12.040 -7.354 0.074 0.108
O 8.747 -3.728 -2.483 0.108
H 11.147 -4.397 -3.323 0.134
H 9.645 -6.676 0.921 0.137
H 12.836 -7.367 -0.490 0.118
H 7.953 -3.706 -1.913 0.094
C 1.704 -2.393 -3.961 0.080
C 2.720 -3.228 -4.199 -0.227
C 2.532 -4.483 -4.991 -0.313
O 3.490 -5.203 -5.199 0.114
C 1.190 -4.792 -5.481 0.079
C 0.172 -3.958 -5.239 -0.227
C 0.367 -2.690 -4.471 -0.301
O -0.582 -1.950 -4.289 0.103
O -1.070 -4.218 -5.674 0.114
O 3.959 -2.982 -3.741 0.101
H 1.828 -1.482 -3.392 0.130
H 1.063 -5.710 -6.037 0.138
H -1.618 -3.468 -5.373 0.121
H 4.504 -3.732 -4.049 0.119
C -11.016 3.538 9.173 0.082
C -10.896 3.071 10.420 -0.229
C -10.639 1.623 10.693 -0.313
O -10.518 1.248 11.843 0.117
C -10.548 0.716 9.552 0.079
C -10.672 1.181 8.304 -0.219
C -10.902 2.635 8.033 -0.279
O -10.992 3.021 6.880 0.097
O -10.593 0.363 7.240 0.117
O -10.998 3.878 11.486 0.113
H -11.200 4.583 8.963 0.139
H -10.379 -0.331 9.762 0.138
H -10.709 0.931 6.454 0.095
H -10.873 3.301 12.264 0.121
C 14.175 -1.404 -4.231 0.076
C 14.491 -0.992 -5.463 -0.234
C 14.944 -1.952 -6.518 -0.318
O 15.203 -1.532 -7.630 0.108
C 15.059 -3.363 -6.158 0.075
C 14.745 -3.775 -4.924 -0.231
C 14.268 -2.819 -3.879 -0.314
O 13.979 -3.245 -2.778 0.108
O 14.842 -5.065 -4.566 0.108
O 14.418 0.302 -5.815 0.105
H 13.845 -0.720 -3.461 0.136
H 15.403 -4.044 -6.924 0.136
H 14.554 -5.104 -3.631 0.098
H 14.696 0.334 -6.751 0.119
C 4.146 2.363 5.989 0.077
C 3.957 3.518 6.635 -0.234
C 2.597 4.126 6.769 -0.316
O 2.470 5.169 7.382 0.110
C 1.471 3.433 6.147 0.079
C 1.660 2.279 5.498 -0.224
C 3.016 1.658 5.388 -0.311
O 3.138 0.598 4.803 0.118
O 0.644 1.624 4.916 0.072
O 4.977 4.189 7.195 0.105
H 5.124 1.913 5.888 0.137
H 0.496 3.891 6.236 0.137
H 1.044 0.824 4.519 0.089
H 4.577 4.983 7.597 0.118
```

---

[4]
Molecular formula: C26H31F8NO3S2
Method: DFT, the ωB97M-V functional and the def2-TZVPD basis

Values from the calculation:
gap between HOMO and LUMO = 8.1 eV
largest force on an atom = 5.00 eV/A
E = -78497.042 eV
2S+1 = 1

The geometry in XYZ format:
```
71
Properties=species:S:1:pos:R:3:lowdin_charge:R:1
C 7.086 0.437 1.082 -0.130
C 5.937 1.589 1.113 -0.238
C 4.774 1.101 0.112 -0.191
C 3.625 2.226 -0.125 -0.175
O 2.363 1.667 -0.599 -0.151
C 2.588 0.637 -1.588 -0.156
C 3.381 0.947 -2.899 -0.007
C 3.610 -0.208 -3.905 -0.062
C 3.026 -1.644 -3.630 -0.070
C 2.246 -1.909 -2.325 -0.393
C 2.005 -0.774 -1.258 -0.118
N 1.274 -1.020 -0.004 0.033
C -0.013 -1.701 -0.213 -0.167
C -1.266 -1.072 0.480 0.043
C -2.630 -1.819 0.262 -0.113
C -3.976 -1.188 0.912 -0.147
C -4.585 -0.227 -0.258 -0.167
C -6.077 0.283 0.047 -0.069
C -6.180 1.502 1.071 -0.280
F -7.261 2.341 0.595 0.027
F -6.559 1.117 2.398 0.053
C -4.895 2.453 1.142 -0.307
F -4.502 2.969 -0.133 0.087
F -3.798 1.903 1.854 0.085
F -5.286 3.615 1.893 0.067
C -2.729 -3.127 -0.594 -0.070
C -4.113 -3.919 -0.852 -0.126
C -4.698 -3.385 -2.254 -0.080
C -4.575 -4.413 -3.470 -0.379
F -4.780 -5.761 -3.092 0.068
F -5.629 -4.069 -4.397 0.020
F -3.368 -4.235 -4.224 0.054
C -1.467 -3.751 -1.282 -0.189
O -1.485 -4.922 -2.084 -0.023
C -0.127 -3.002 -1.092 -0.325
S 1.480 -3.554 -1.872 0.877
H 6.773 -0.424 0.378 0.073
H 8.051 0.894 0.639 0.071
H 7.341 0.040 2.126 0.071
H 5.447 1.685 2.154 0.074
H 6.407 2.582 0.760 0.113
H 4.338 0.102 0.468 0.127
H 5.281 0.914 -0.907 0.109
H 3.385 2.800 0.845 0.106
H 3.994 2.998 -0.900 0.124
H 3.760 2.024 -3.046 0.109
H 4.207 0.030 -4.845 0.085
H 3.190 -2.473 -4.400 0.094
H 1.168 -0.165 0.557 0.116
H -1.252 -0.129 1.116 0.100
H -4.723 -1.999 1.234 0.107
H -3.678 -0.609 1.848 0.104
H -3.843 0.588 -0.550 0.119
H -4.666 -0.921 -1.181 0.098
H -6.633 -0.607 0.535 0.139
H -6.586 0.463 -0.961 0.138
H -3.952 -5.063 -0.823 0.127
H -4.892 -3.680 -0.039 0.104
H -5.791 -3.039 -2.160 0.132
H -4.095 -2.445 -2.551 0.129
H -0.817 -5.564 -1.762 0.115
C 4.214 5.002 4.905 -0.269
S 3.496 3.378 4.578 0.827
O 4.558 2.540 3.940 -0.562
C 2.380 3.929 3.270 -0.276
H 4.978 4.893 5.676 0.051
H 4.671 5.398 3.996 0.058
H 3.436 5.679 5.261 0.052
H 2.951 4.392 2.463 0.049
H 1.662 4.641 3.680 0.054
H 1.846 3.060 2.883 0.048
```

---

Repeat the second record exactly.
Molecular formula: H16O8
Method: DFT, the ωB97M-V functional and the def2-TZVPD basis

Values from the calculation:
gap between HOMO and LUMO = 10.5 eV
largest force on an atom = 3.46 eV/A
relative energy (zero: lowest compared OMol25 entry of this formula, charge and spin) = 58.40 kcal/mol
E = -16639.478 eV
2S+1 = 1

The geometry in XYZ format:
```
24
Properties=species:S:1:pos:R:3:lowdin_charge:R:1
O 1.748 -0.347 -1.496 -0.038
H 1.568 -0.830 -0.698 0.065
H 2.652 -0.579 -1.737 0.094
O -1.429 2.615 1.537 -0.061
H -0.640 3.163 1.706 0.054
H -1.250 2.190 0.715 -0.026
O -2.292 -0.731 2.324 -0.021
H -1.812 -0.596 3.149 0.071
H -3.208 -0.845 2.537 0.056
O 1.393 -2.883 -2.306 -0.017
H 1.419 -1.925 -2.222 -0.019
H 2.223 -3.193 -2.120 -0.018
O 2.164 2.624 -1.531 -0.030
H 2.796 2.739 -2.196 -0.003
H 1.848 1.724 -1.694 -0.002
O -0.654 0.599 -0.394 -0.037
H -1.143 -0.215 -0.299 0.007
H 0.030 0.269 -0.987 0.023
O -1.937 -1.890 -0.146 -0.071
H -2.845 -2.133 -0.323 0.045
H -2.026 -1.622 0.818 0.024
O 0.863 0.724 1.881 -0.040
H 0.163 0.433 2.418 -0.017
H 0.367 0.713 1.064 -0.038
```